No. 1
Density functional theory data (ωB97M-V with the def2-TZVPD basis set) for C16H48BrMnO8 as an isolated structure.

The geometry in XYZ format:
```
74
Properties=species:S:1:pos:R:3:forces:R:3:lowdin_charge:R:1
Mn -8.853760 -1.944810 -8.630610 -1.6527 0.8217 -0.1428 0.86
Br -10.953710 -0.348730 -8.952520 0.6317 -0.3462 0.0060 0.18
C -7.051070 0.455470 -5.436340 -0.9940 -0.1907 -0.6619 -0.03
C -7.877900 0.605710 -6.779220 1.3569 2.3506 2.2497 -0.28
O -7.545680 -0.408810 -7.652100 -0.3765 -2.7533 -1.6615 -0.16
H -6.024400 0.104150 -5.539350 0.0522 0.1146 -0.6156 0.07
H -7.547560 -0.326310 -4.861520 -0.0429 0.1480 0.3156 0.05
H -6.989460 1.376500 -4.856680 -0.3431 -0.0243 -0.0728 0.08
H -7.636260 1.533690 -7.297450 0.0539 0.2960 0.2550 0.12
H -8.947890 0.672680 -6.582440 0.0393 -0.6397 -0.1614 0.10
H -6.638510 -0.334490 -7.957260 0.1148 0.2404 0.1628 0.12
C -14.381140 -3.677480 -6.617900 -1.1618 -0.4621 -0.8288 -0.07
C -13.254670 -3.292830 -7.583570 -1.0007 -0.4749 1.3444 -0.25
O -12.154780 -4.198610 -7.361980 1.4170 0.7849 -0.2933 -0.12
H -14.110150 -3.931600 -5.593160 0.7281 0.1692 -0.0974 0.08
H -14.916360 -4.544760 -7.004500 -0.0272 -0.2008 0.0068 0.08
H -15.151100 -2.914100 -6.506040 0.1779 0.2684 -0.2763 0.08
H -13.060890 -2.250080 -7.332110 1.0575 -0.0805 -0.1782 0.08
H -13.468930 -3.362920 -8.650000 -0.5728 0.1100 0.1721 0.12
H -12.400530 -4.991720 -6.880120 -0.4172 0.1178 0.0592 0.10
C -14.542100 1.462680 -11.919790 -2.2339 1.9883 0.8686 -0.13
C -13.736510 0.292900 -12.199300 1.7452 1.0403 0.2267 -0.31
O -12.701170 0.685020 -13.157400 -0.6752 -1.3477 -0.0768 -0.08
H -14.112380 2.381690 -11.521230 0.8196 -0.1889 -0.3041 0.07
H -15.210560 1.190040 -11.103130 -0.5795 -0.1036 -0.0513 0.08
H -15.139010 1.723630 -12.793690 -0.1125 0.1281 0.0445 0.09
H -14.495130 -0.422590 -12.516600 1.0436 -0.7440 -0.6397 0.12
H -13.259760 0.038610 -11.252650 0.1331 -0.8323 -0.1038 0.08
H -11.952430 1.001630 -12.646770 -0.1086 0.0620 0.1145 0.06
C -10.570800 -1.943990 -4.570750 0.8062 -0.9345 1.2419 -0.06
C -9.543290 -2.869080 -5.296020 -2.5347 1.7026 0.1662 -0.19
O -9.802950 -2.486130 -6.670790 2.0821 -0.5134 -1.0820 -0.22
H -10.766060 -2.430540 -3.615110 -0.0129 0.4617 0.4164 0.08
H -11.552920 -1.829340 -5.029450 0.2025 -0.3785 -0.5223 0.07
H -10.175460 -0.938940 -4.423490 0.0712 -0.0930 0.0838 0.07
H -9.823510 -3.910980 -5.141020 0.3681 -0.0502 -0.1112 0.12
H -8.527500 -2.646360 -4.969430 -0.0427 -0.1270 -0.4751 0.11
H -10.661340 -2.857740 -6.886830 -0.6349 -0.2333 -0.1619 0.03
C -7.930760 -0.692290 -12.985110 -0.0987 1.5889 1.1813 -0.04
C -8.006460 -0.235470 -11.433350 -0.3041 -0.5795 -2.7554 -0.23
O -7.859370 -1.379240 -10.605210 0.0811 -1.4253 1.3440 -0.18
H -8.430380 -1.646670 -13.151310 0.3556 -0.0726 0.1809 0.07
H -6.942170 -0.588480 -13.432340 0.2458 -0.7160 0.3894 0.07
H -8.474550 0.034960 -13.588030 -0.3806 0.1128 0.2208 0.07
H -9.027370 0.116840 -11.285930 0.4057 0.4012 0.4350 0.08
H -7.184870 0.413010 -11.129100 -0.5226 0.6830 -0.4108 0.12
H -6.953890 -1.670390 -10.735360 0.1229 -0.3948 -0.0562 0.11
C -10.749080 -5.133970 -11.240630 -0.9764 0.2318 -0.3346 -0.06
C -10.835460 -3.711920 -10.698060 -0.6882 -0.6494 -1.3674 -0.30
O -10.194020 -3.651720 -9.441300 1.5307 0.8257 0.4719 -0.17
H -11.316290 -5.778390 -10.568980 0.6875 -0.4035 0.3720 0.08
H -9.735970 -5.447420 -11.492530 -0.0663 -0.1449 0.4824 0.08
H -11.343820 -5.261340 -12.145150 0.0947 0.4640 -0.3191 0.08
H -11.875140 -3.423200 -10.543780 -0.0957 0.0517 -0.1664 0.11
H -10.424890 -3.011200 -11.425060 0.3539 0.2107 0.4629 0.11
H -10.777940 -4.114230 -8.835730 -0.2348 -0.1776 0.7498 0.06
C -14.196220 0.663960 -4.662140 0.4045 0.1951 -0.1901 -0.07
C -13.201200 0.924870 -5.812430 -0.1867 -0.2233 1.2378 -0.34
O -13.789220 0.404200 -6.947170 -1.0481 -0.7773 -1.4563 -0.11
H -14.418600 -0.403050 -4.650190 0.0019 -0.0559 -0.0079 0.06
H -15.140550 1.188200 -4.808780 0.0944 0.0765 -0.1238 0.08
H -13.806610 0.929770 -3.679470 0.1189 0.1354 -0.0553 0.07
H -12.283770 0.369440 -5.617680 0.3679 0.1948 0.2622 0.08
H -12.970140 1.977080 -5.978460 0.0612 0.2048 0.3560 0.10
H -13.138060 0.075750 -7.571440 0.2673 0.2147 -0.0900 -0.04
C -12.518560 5.171850 -8.601840 1.8212 0.3047 -0.1517 -0.07
C -11.700580 3.849550 -8.618790 -0.7113 0.7487 0.4569 -0.33
O -12.263220 2.972060 -9.527650 -1.0856 -0.9295 -1.0155 -0.11
H -11.981710 5.793190 -7.885020 -0.4057 0.1260 0.5374 0.07
H -13.580570 5.104210 -8.365910 0.2526 -0.4510 0.1632 0.08
H -12.410190 5.790710 -9.492550 -0.1119 -0.4969 -0.4744 0.07
H -11.734250 3.467950 -7.598330 -0.0993 -0.2790 0.2323 0.09
H -10.643250 3.900360 -8.878770 0.2335 1.0130 0.1315 0.11
H -12.038750 2.062020 -9.320200 0.1372 -0.0928 0.0910 -0.03
```
Forces are in eV/Å.

Output
Multiplicity = 6
Calculated total energy = -4965.082518 Eh
E_LUMO (spin up / spin down) = -3.46 / -3.83 eV
E_HOMO (spin up / spin down) = -11.64 / -11.64 eV
Frontier orbital gap (spin up / spin down) = 8.179 / 7.811 eV
Net charge = +1

No. 2
Density functional theory data (ωB97M-V with the def2-TZVPD basis set) for a 16-piece molecular cluster, C16H48N16O32 overall.

The geometry in XYZ format:
```
112
Properties=species:S:1:pos:R:3:forces:R:3:lowdin_charge:R:1
C 2.147812 0.285126 3.772981 -1.1324 0.3882 -0.8347 0.07
N 0.669775 0.016719 3.837367 -0.0373 -0.0195 -1.4792 -0.40
O 0.120283 -0.382599 2.797480 0.3283 0.2913 1.3302 0.01
O 0.100539 0.253492 4.875212 -0.1168 -0.2429 -0.1437 0.09
H 2.233901 1.180202 4.333365 0.4156 0.8507 0.4974 0.08
H 2.449368 0.434471 2.731306 -0.0863 -0.3032 0.3470 0.09
H 2.617256 -0.515983 4.278439 0.6337 -0.8537 0.2811 0.08
C -2.651041 -0.061728 -4.956446 -0.5749 -0.0149 -0.5365 0.07
N -1.575166 0.492993 -5.826567 0.4007 -0.7445 -0.5000 -0.44
O -1.123587 1.587294 -5.682323 -0.2644 1.8983 1.0804 0.07
O -1.126634 -0.229991 -6.683758 -0.2969 -1.4939 -0.4925 0.06
H -2.245471 -0.934081 -4.482005 0.3305 -0.2437 0.3272 0.07
H -3.448482 -0.410233 -5.618393 0.1588 0.2471 0.0089 0.11
H -3.022903 0.661292 -4.245777 0.1669 0.2742 0.0136 0.07
C -4.220397 5.202615 -0.695659 1.1270 1.9849 0.2346 0.06
N -2.756818 5.442031 -0.266844 -2.9258 -0.3940 3.1459 -0.43
O -1.884489 5.642533 -1.025311 1.6374 0.1296 -2.2827 0.08
O -2.639650 5.532538 0.954439 0.2350 -0.2119 -0.3167 0.03
H -4.447942 6.216893 -1.066554 -0.3383 -0.5062 0.0297 0.11
H -4.772469 4.990912 0.220865 0.1776 -0.2005 -0.4439 0.10
H -4.263968 4.485853 -1.479338 -0.0242 -0.5164 -0.3779 0.06
C -2.013608 -4.294326 -1.500254 -0.2618 -1.7049 -0.5962 0.05
N -0.638049 -4.761324 -1.123353 -0.4585 1.5217 0.5422 -0.44
O 0.087128 -3.953776 -0.559933 0.2865 -0.2649 -0.1661 0.02
O -0.350623 -5.891552 -1.394874 0.4030 -0.5661 -0.2095 0.08
H -1.982446 -4.320744 -2.612708 -0.2071 0.4250 0.7890 0.11
H -2.305510 -3.350229 -1.038821 0.4034 -0.3289 -0.1918 0.07
H -2.622379 -5.163769 -1.171641 0.0180 0.8534 -0.1916 0.11
C 0.541945 -0.526259 -0.436364 0.6684 -0.4526 1.6862 0.06
N -0.886494 -0.281093 -0.671687 2.3900 2.3339 -0.3391 -0.42
O -1.270701 0.882383 -0.735638 -0.3191 0.1014 0.1757 0.03
O -1.546101 -1.232165 -0.805945 -2.7515 -2.3989 -0.2527 0.09
H 0.743184 -1.557400 -0.757162 0.0000 0.4855 0.1149 0.08
H 0.629452 -0.445848 0.687513 0.1665 -0.1312 -1.2145 0.10
H 1.171910 0.214483 -0.911253 -0.1378 0.1421 -0.1546 0.08
C 5.849811 -1.554561 1.305042 0.1086 1.5690 -0.3252 0.05
N 5.593161 -1.921471 2.756741 2.6664 -0.8733 -2.8549 -0.47
O 6.230714 -2.844605 3.195207 0.1655 -0.7210 0.4978 0.07
O 4.851397 -1.237964 3.354631 -2.3290 1.7816 1.7990 0.07
H 4.868480 -1.569354 0.799198 0.5893 0.1284 0.2081 0.08
H 6.556589 -2.232938 0.839220 -0.2013 -0.3164 0.3186 0.09
H 6.323745 -0.507305 1.267469 -1.0428 -1.4664 0.3391 0.11
C 0.217104 3.873382 1.082932 0.1853 1.6755 0.9820 0.06
N 1.401821 4.280967 1.903846 -0.0016 -0.0920 -2.0734 -0.44
O 1.676530 3.658478 2.889375 0.3267 -0.4461 1.2123 0.05
O 2.030272 5.207657 1.434885 0.5788 0.1483 0.5751 0.07
H 0.463746 3.084387 0.407548 0.2504 -0.6366 -0.0539 0.07
H 0.040537 4.806393 0.553378 -0.6212 -0.3985 -0.2447 0.08
H -0.515467 3.668477 1.843246 -0.6463 -0.4125 -0.2332 0.09
C -5.737793 -3.645462 2.899817 0.6750 1.5753 0.5753 0.05
N -5.141571 -3.344338 1.584049 -0.6632 0.1043 -0.9600 -0.44
O -4.100955 -3.880418 1.305362 0.6818 -0.1958 -0.0274 0.06
O -5.763748 -2.619416 0.817240 0.2054 -0.1196 0.4941 0.05
H -6.639752 -3.054992 2.962209 -0.1818 -0.1372 0.1640 0.10
H -4.995794 -3.328200 3.648807 -0.3046 -0.0575 -0.2729 0.11
H -5.865264 -4.689919 2.998097 -0.2536 -1.0503 -0.1257 0.09
C -4.487029 0.191873 -0.739269 -1.2966 -1.6612 0.5386 0.03
N -4.276731 1.517213 -1.261004 0.3157 0.1666 0.5575 -0.45
O -4.046541 2.393697 -0.475257 0.4465 0.8626 1.2196 0.05
O -4.415849 1.714065 -2.437683 -0.0260 -0.1744 -1.4142 0.07
H -5.571362 0.133569 -0.595781 0.0233 -0.0750 -0.1688 0.12
H -4.073541 -0.050595 0.241563 0.4568 0.6220 -0.4677 0.07
H -4.210792 -0.536793 -1.481477 0.1934 -0.1338 -0.1697 0.10
C 1.411545 -1.324132 -4.564281 0.7527 0.1172 1.8485 0.05
N 0.396211 -2.280303 -4.097943 1.6160 -1.1853 -2.0270 -0.44
O -0.459674 -1.813944 -3.424740 -2.0848 0.4826 1.5999 0.05
O 0.467936 -3.440110 -4.466947 -0.1779 0.1195 0.3269 0.07
H 1.020646 -0.797342 -5.396989 -0.4673 0.6482 -0.5876 0.08
H 2.313252 -1.838306 -4.807509 0.3975 -0.4811 -0.2887 0.09
H 1.577556 -0.730203 -3.649264 0.0417 0.2887 -0.9134 0.09
C -1.055243 3.018396 -2.961008 2.5053 0.2853 0.7029 0.11
N 0.467431 2.684909 -2.542019 -3.0068 -1.3948 -1.6389 -0.39
O 0.929642 1.631021 -2.962220 -0.1338 0.6276 0.2890 0.03
O 1.023205 3.475299 -1.861369 1.3249 1.1466 1.1263 0.07
H -0.978815 3.007327 -4.037640 -0.5041 0.0658 -0.0469 0.06
H -1.287196 3.965149 -2.478882 0.1765 0.0584 -0.3611 0.06
H -1.646380 2.250163 -2.518010 -0.2851 -0.7322 -0.0693 0.04
C -2.978735 1.274118 3.054496 0.3822 -0.5404 -0.6185 0.08
N -3.804100 0.001122 2.800586 -0.0172 1.9683 -0.1931 -0.43
O -4.971395 0.084484 3.066603 -1.1094 0.1182 0.7525 0.07
O -3.336761 -0.932226 2.207577 1.2630 -0.7505 -0.2203 0.04
H -3.366939 1.826862 3.910641 -0.1440 -0.3323 -0.2645 0.10
H -3.020098 1.857420 2.118780 -0.3784 -0.2541 0.3621 0.09
H -1.942264 0.982646 3.173395 0.0362 -0.2375 0.2396 0.05
C -0.829778 -3.460731 2.747296 0.1713 0.2107 0.9741 0.04
N -1.473501 -4.828384 2.802188 0.9467 0.7581 -1.1532 -0.44
O -1.118807 -5.666035 1.984057 -0.3285 0.4115 0.5804 0.06
O -2.301232 -4.967695 3.659195 -0.5979 -0.5584 0.5978 0.05
H -0.339683 -3.300683 1.779279 -0.0288 -0.2349 0.5123 0.08
H -0.175741 -3.388290 3.660846 -0.2700 -0.2959 -1.1947 0.12
H -1.615785 -2.727414 2.946430 -0.0113 -0.2363 -0.3845 0.07
C 4.541803 3.386440 -0.654552 -1.2420 0.4284 0.3003 0.05
N 3.882639 2.144004 -0.199060 0.8670 -0.5101 1.3787 -0.42
O 3.281248 2.129924 0.873006 -0.1134 0.4560 -0.5112 0.02
O 4.087620 1.158076 -0.851510 -0.1901 -0.6720 -0.6493 0.08
H 5.608003 3.319987 -0.565082 0.4096 -0.2703 0.5389 0.09
H 4.077363 4.184723 -0.071946 0.3689 0.0916 -0.3208 0.10
H 4.314064 3.405297 -1.695410 -0.2888 0.4601 -0.7529 0.09
C 3.224201 -4.932295 -2.178620 -0.4636 -0.1699 -0.9763 0.05
N 3.310737 -3.533796 -1.699370 0.6524 -1.6991 0.3590 -0.42
O 3.890338 -3.450704 -0.625520 -0.4005 1.2735 -0.4843 0.06
O 2.839501 -2.665437 -2.388917 0.0946 0.7880 0.4277 0.07
H 3.132393 -5.513316 -1.292127 -0.0720 -0.6077 0.4512 0.09
H 4.130554 -5.200552 -2.731137 -0.0960 0.3193 0.2178 0.11
H 2.354489 -5.036498 -2.829960 0.1291 0.1039 0.1287 0.09
C 5.173139 3.292358 3.555657 -2.1259 0.4950 -0.0081 0.04
N 5.944250 3.333910 2.335589 1.3189 -0.6436 -1.9767 -0.44
O 6.226254 4.434329 1.921214 -0.0621 0.5905 0.0322 0.07
O 6.288753 2.315607 1.725960 -0.6853 0.2540 1.1024 0.03
H 4.088269 3.399025 3.243737 1.1496 -0.0352 0.2283 0.10
H 5.454318 4.196966 4.092442 -0.0480 -0.4118 0.2962 0.11
H 5.265422 2.348279 4.053304 0.4140 -0.3141 0.2984 0.09
```
Forces are in eV/Å.

Output
Calculated total energy = -3920.695734 Eh
Energy relative to the best compared isomer or geometry (same formula, charge and spin) = 0.0 kcal/mol
E_LUMO = -0.20 eV
E_HOMO = -10.91 eV
Frontier orbital gap = 10.702 eV
Net charge = 0